1.
82
Properties=species:S:1:pos:R:3 method="wB97M-V/def2-TZVPD" total_charge=-1 homo_lumo_gap_ev="4.96 / 5.08" multiplicity=1
Ti 0.109 0.047 -0.310
C 2.016 3.897 0.163
C 1.690 3.681 -1.285
C 2.425 4.306 -2.280
C 2.131 4.096 -3.619
C 1.085 3.262 -3.964
C 0.315 2.630 -2.992
C -0.849 1.775 -3.412
C 0.632 2.833 -1.647
N -0.069 2.130 -0.628
C -0.975 2.811 0.086
O -1.354 3.973 -0.036
C -1.509 1.982 1.246
C -2.305 2.470 2.271
C -2.557 1.630 3.349
C -1.997 0.360 3.411
C -1.227 -0.054 2.337
N -1.049 0.743 1.294
C -0.421 -1.334 2.293
O -0.435 -2.074 3.296
N 0.289 -1.459 1.182
C 0.950 -2.687 0.921
C 0.178 -3.840 0.708
C -1.319 -3.790 0.813
C 0.818 -5.025 0.375
C 2.195 -5.079 0.231
C 2.943 -3.930 0.417
C 2.340 -2.726 0.763
C 3.199 -1.512 0.968
H 2.903 4.521 0.271
H 2.204 2.949 0.669
H 1.186 4.383 0.681
H 3.245 4.957 -1.999
H 2.722 4.576 -4.388
H 0.852 3.089 -5.009
H -0.573 1.126 -4.245
H -1.677 2.409 -3.740
H -1.215 1.150 -2.600
H -2.671 3.485 2.217
H -3.166 1.985 4.171
H -2.118 -0.294 4.261
H -1.711 -2.894 0.327
H -1.631 -3.767 1.859
H -1.762 -4.663 0.334
H 0.221 -5.913 0.200
H 2.679 -6.005 -0.051
H 4.017 -3.954 0.278
H 4.076 -1.554 0.322
H 3.540 -1.445 2.006
H 2.666 -0.587 0.753
Cl 0.665 -3.752 -6.452
C 0.844 -2.781 -5.007
C 2.122 -2.286 -4.698
C 2.246 -1.530 -3.561
Cl 3.812 -0.916 -3.125
C 1.166 -1.232 -2.707
O 1.353 -0.514 -1.628
C -0.132 -1.740 -3.049
C -1.281 -1.484 -2.297
O -1.348 -0.739 -1.221
C -0.242 -2.532 -4.230
H 2.975 -2.495 -5.323
H -2.223 -1.912 -2.636
H -1.209 -2.930 -4.507
N 1.807 -0.799 4.633
C 2.526 0.260 4.203
S 2.000 1.317 3.031
N 3.710 0.402 4.882
C 4.746 1.336 4.704
C 5.427 1.760 5.843
C 6.496 2.634 5.740
C 6.894 3.103 4.498
C 6.220 2.673 3.364
C 5.157 1.789 3.454
H 0.951 -1.078 4.157
H 2.287 -1.553 5.099
H 3.766 -0.108 5.750
H 5.107 1.408 6.818
H 7.012 2.954 6.637
H 7.722 3.793 4.413
H 6.527 3.021 2.387
H 4.647 1.454 2.566

***

2.
75
Properties=species:S:1:pos:R:3 method="wB97M-V/def2-TZVPD" total_charge=+2 homo_lumo_gap_ev=6.59 multiplicity=1
C 1.106 0.217 -2.378
C 0.907 1.451 -1.734
C 2.009 2.084 -1.125
C 3.300 1.618 -1.375
C 3.510 0.495 -2.183
C 2.400 -0.227 -2.673
P -0.792 1.966 -1.194
C -0.702 3.783 -0.977
C -0.620 4.353 0.308
C -0.392 5.723 0.461
C -0.286 6.544 -0.668
C -0.410 5.994 -1.950
C -0.638 4.624 -2.103
In -1.232 0.099 0.545
P 0.013 -1.814 1.613
C 1.700 -1.177 1.859
C 2.814 -1.848 1.319
C 4.032 -1.179 1.229
C 4.219 0.049 1.869
C 3.144 0.679 2.503
C 1.889 0.082 2.476
C -0.594 -2.422 3.219
C -1.951 -2.772 3.326
C -2.479 -3.104 4.564
C -1.693 -3.039 5.722
C -0.362 -2.623 5.619
C 0.200 -2.319 4.383
C -0.221 -3.139 0.388
C -1.068 -2.937 -0.720
C -1.149 -3.882 -1.738
C -0.423 -5.076 -1.638
C 0.364 -5.327 -0.504
C 0.459 -4.375 0.518
C -1.864 1.672 -2.650
C -1.310 1.594 -3.944
C -2.084 1.151 -5.015
C -3.425 0.808 -4.813
C -3.995 0.899 -3.535
C -3.221 1.331 -2.455
H -2.588 -2.719 2.433
H -3.531 -3.382 4.647
H -2.123 -3.274 6.695
H 0.236 -2.509 6.518
H 1.223 -1.954 4.308
H 2.707 -2.873 0.952
H 4.853 -1.624 0.651
H 5.201 0.516 1.877
H 3.288 1.644 3.000
H 1.030 0.603 2.922
H -1.710 -2.042 -0.778
H -1.797 -3.696 -2.599
H -0.498 -5.818 -2.433
H 0.894 -6.275 -0.407
H 1.024 -4.584 1.423
H -0.253 1.823 -4.104
H -1.625 1.048 -6.005
H -4.028 0.447 -5.642
H -5.035 0.607 -3.370
H -3.634 1.367 -1.441
H -0.716 3.708 1.187
H -0.281 6.138 1.460
H -0.104 7.613 -0.540
H -0.306 6.636 -2.830
H -0.735 4.205 -3.103
H 1.829 2.892 -0.405
H 4.162 2.117 -0.914
H 4.531 0.175 -2.372
H 2.502 -1.151 -3.250
H 0.262 -0.443 -2.617
H 1.945 -2.386 -1.225
H 1.226 -2.175 -1.073
F -1.131 1.573 3.164
C -2.142 1.145 2.289
F -2.994 0.399 3.086
F -2.840 2.293 1.948

***

3.
90
Properties=species:S:1:pos:R:3 method="wB97M-V/def2-TZVPD" total_charge=+1 homo_lumo_gap_ev="7.94 / 7.01" multiplicity=4
Re 0.344 0.176 1.571
C -1.817 -1.572 4.821
C -0.747 -1.486 3.786
O -0.713 -0.352 3.155
C 0.138 -2.514 3.551
C 1.207 -2.502 2.634
C 2.096 -3.703 2.561
N 1.469 -1.477 1.828
N 2.594 -1.625 1.004
C 2.714 -0.599 0.236
O 1.848 0.404 0.268
C 3.841 -0.491 -0.712
C 3.999 0.660 -1.476
C 5.057 0.761 -2.369
C 5.954 -0.287 -2.501
C 5.799 -1.438 -1.736
C 4.748 -1.541 -0.843
H -1.542 -0.946 5.673
H -1.963 -2.593 5.163
H -2.742 -1.169 4.409
H 0.017 -3.409 4.141
H 1.788 -4.447 3.290
H 3.134 -3.419 2.734
H 2.060 -4.131 1.559
H 3.296 1.473 -1.371
H 5.178 1.658 -2.962
H 6.778 -0.210 -3.198
H 6.503 -2.254 -1.836
H 4.616 -2.432 -0.245
C 3.135 3.122 4.270
C 3.363 1.755 4.283
C 2.520 0.930 3.569
N 1.484 1.412 2.862
C 1.256 2.737 2.854
C 2.061 3.617 3.547
H 3.786 3.792 4.815
H 4.183 1.323 4.838
H 2.660 -0.141 3.546
H 0.402 3.080 2.286
H 1.837 4.673 3.518
O -0.684 -0.689 0.019
P -0.826 -0.305 -1.484
C -2.330 -1.062 -2.063
C -2.682 -0.962 -3.409
C -3.848 -1.560 -3.853
C -4.653 -2.260 -2.963
C -4.290 -2.376 -1.630
C -3.127 -1.773 -1.175
C 0.499 -1.119 -2.391
C 0.846 -2.412 -1.994
C 1.766 -3.140 -2.728
C 2.335 -2.590 -3.870
C 1.981 -1.313 -4.276
C 1.063 -0.576 -3.542
C -0.764 1.429 -1.930
C -1.876 2.075 -2.463
C -1.799 3.418 -2.798
C -0.623 4.123 -2.590
C 0.492 3.479 -2.068
C 0.428 2.134 -1.745
H -2.049 -0.428 -4.107
H -4.131 -1.479 -4.894
H -5.569 -2.716 -3.313
H -4.918 -2.924 -0.941
H -2.843 -1.841 -0.133
H 0.396 -2.844 -1.108
H 2.040 -4.138 -2.412
H 3.054 -3.159 -4.443
H 2.425 -0.884 -5.166
H 0.795 0.422 -3.865
H -2.807 1.542 -2.598
H -2.668 3.915 -3.210
H -0.574 5.175 -2.837
H 1.417 4.024 -1.925
H 1.304 1.629 -1.366
F -2.979 4.073 0.697
C -2.981 3.436 1.856
F -4.121 3.604 2.486
F -1.993 3.923 2.616
S -2.642 1.611 1.606
O -1.153 1.709 1.395
O -3.072 0.988 2.817
N -3.234 1.048 0.303
S -4.813 1.067 -0.037
O -5.429 2.290 0.372
O -4.950 0.573 -1.368
C -5.550 -0.251 1.059
F -5.958 0.281 2.203
F -6.587 -0.787 0.428
F -4.660 -1.211 1.320

***

4.
83
Properties=species:S:1:pos:R:3 method="wB97M-V/def2-TZVPD" total_charge=+1 homo_lumo_gap_ev="5.54 / 5.64" multiplicity=2
Ti -1.556 -0.671 -1.269
Se -1.820 -0.055 5.921
P -0.175 0.137 4.545
C 0.495 1.766 4.569
C -0.096 2.754 3.736
C 0.263 4.087 3.895
C 1.184 4.458 4.907
C 1.738 3.478 5.702
C 1.438 2.131 5.521
C 1.061 -1.092 5.022
C 2.436 -0.856 4.925
C 3.313 -1.714 5.566
C 2.891 -2.967 5.976
C 1.531 -3.286 6.012
C 0.630 -2.345 5.487
C -0.887 -0.215 2.937
C -0.336 -0.352 1.605
N -1.470 -0.563 0.747
N -2.571 -0.648 1.599
N -2.263 -0.450 2.825
P 1.311 -0.248 0.897
Se 0.704 0.400 -1.172
C 2.634 1.023 1.096
C 2.266 2.351 0.888
C 3.241 3.333 0.678
C 4.597 3.033 0.828
C 4.940 1.758 1.268
C 3.993 0.734 1.333
C 2.025 -1.900 0.669
C 3.136 -1.990 -0.215
C 3.820 -3.205 -0.297
C 3.325 -4.337 0.307
C 2.258 -4.280 1.156
C 1.605 -3.082 1.349
H -0.823 2.495 2.995
H -0.214 4.848 3.273
H 1.444 5.525 5.086
H 2.374 3.675 6.541
H 1.890 1.420 6.254
H 2.853 0.035 4.374
H 4.403 -1.496 5.652
H 3.612 -3.705 6.374
H 1.320 -4.287 6.388
H -0.447 -2.480 5.527
H 1.210 2.649 0.805
H 2.895 4.309 0.340
H 5.350 3.767 0.711
H 5.993 1.504 1.454
H 4.276 -0.325 1.476
H 3.399 -1.190 -0.860
H 4.695 -3.246 -0.946
H 3.781 -5.328 0.143
H 1.933 -5.158 1.707
H 0.756 -3.092 2.003
O -3.606 -1.492 -1.194
S -2.959 -2.739 -1.923
N -1.392 -2.400 -1.904
C -3.850 1.865 -7.063
N -3.741 1.588 -5.593
N -2.873 0.633 -5.072
C -2.660 0.991 -3.758
O -2.082 0.289 -2.883
C -3.270 2.287 -3.538
C -3.976 2.580 -4.659
C -5.139 3.503 -4.849
C -2.789 -0.640 -5.612
C -3.884 -1.259 -6.259
C -3.749 -2.587 -6.623
C -2.584 -3.304 -6.401
C -1.531 -2.683 -5.775
C -1.632 -1.360 -5.355
H -3.070 1.394 -7.644
H -3.795 2.983 -7.161
H -4.775 1.416 -7.397
H -3.158 2.939 -2.633
H -5.279 4.085 -3.971
H -6.069 2.899 -4.876
H -5.083 4.206 -5.659
H -4.773 -0.648 -6.409
H -4.584 -3.130 -7.066
H -2.551 -4.355 -6.720
H -0.691 -3.279 -5.451
H -0.820 -0.892 -4.864

***

5.
77
Properties=species:S:1:pos:R:3 method="wB97M-V/def2-TZVPD" total_charge=+4 homo_lumo_gap_ev="6.66 / 3.91" multiplicity=5
Pd -1.739 1.687 -2.285
C 6.883 1.367 -3.374
C 5.524 1.337 -2.742
C 5.372 1.268 -1.358
C 4.116 1.221 -0.777
C 2.999 1.233 -1.601
C 3.111 1.341 -2.982
C 4.374 1.380 -3.539
S 1.426 1.183 -0.816
O 0.412 1.809 -1.756
C 1.170 -0.624 -0.891
C 1.103 -1.267 -2.110
C 0.923 -2.650 -2.149
C 0.796 -3.385 -0.965
C 0.610 -4.787 -1.003
C 0.403 -5.527 0.176
C 0.367 -4.879 1.394
C 0.565 -3.492 1.461
C 0.793 -2.720 0.290
C 0.963 -1.319 0.322
C 0.690 -0.506 1.558
C 1.624 -0.369 2.601
C 2.859 -1.066 2.613
C 3.783 -0.897 3.654
C 3.516 -0.023 4.688
C 2.306 0.692 4.701
C 1.346 0.525 3.671
C 0.167 1.267 3.674
C -0.770 1.114 2.647
C -0.530 0.210 1.629
S -1.732 -0.067 0.310
O -2.188 1.333 -0.112
C -3.023 -0.918 1.130
C -3.659 -0.490 2.297
C -4.713 -1.232 2.785
C -5.157 -2.393 2.138
C -6.313 -3.171 2.691
C -4.507 -2.797 0.973
C -3.445 -2.068 0.463
H 7.684 1.370 -2.640
H 6.994 2.241 -4.017
H 7.015 0.505 -4.031
H 6.256 1.277 -0.733
H 4.011 1.190 0.304
H 2.228 1.425 -3.605
H 4.481 1.465 -4.613
H 1.217 -0.704 -3.028
H 0.892 -3.169 -3.102
H 0.624 -5.296 -1.962
H 0.277 -6.601 0.130
H 0.201 -5.446 2.302
H 0.562 -3.007 2.430
H 3.089 -1.758 1.810
H 4.713 -1.451 3.645
H 4.236 0.117 5.486
H 2.099 1.395 5.502
H -0.023 1.967 4.481
H -1.671 1.714 2.639
H -3.361 0.413 2.811
H -5.215 -0.910 3.690
H -6.011 -3.695 3.600
H -6.686 -3.909 1.987
H -7.124 -2.508 2.987
H -4.844 -3.688 0.457
H -2.956 -2.377 -0.457
C -3.437 5.636 -4.249
S -3.512 4.724 -2.720
C -3.124 5.970 -1.507
O -2.285 3.793 -2.747
H -4.187 6.426 -4.175
H -3.691 4.960 -5.063
H -2.435 6.046 -4.368
H -3.906 6.730 -1.546
H -2.147 6.390 -1.743
H -3.124 5.488 -0.532
O -4.072 0.225 -3.642
C -3.191 0.736 -3.188

***

The records above give, respectively, relative energy (zero: lowest compared OMol25 entry of this formula, charge and spin) values of 18.1; 21.8; 8.0; 0.0; 9.7 kcal/mol.
The records above give, respectively, M values of 761.5; 710.4; 1040.0; 892.5; 743.3 u.